No. 1
The following is a quantum chemistry calculation of C55H41Cl3GeN6O6S3Y as an isolated structure in a non-equilibrium geometry, from the OMol25 dataset.

Atoms and positions in Å:
Y 0.579 0.570 0.198
Ge 0.274 3.539 1.071
Cl 1.778 4.378 2.551
Cl -1.463 3.481 2.592
Cl -0.338 5.667 0.221
S 5.106 1.552 1.429
S 2.915 2.187 -0.435
S 5.291 0.772 -1.366
O 0.692 1.198 2.372
O -6.633 5.641 -2.927
O 4.245 2.019 -8.188
O 2.411 -0.300 1.256
O -4.619 -2.090 7.206
O 3.614 -8.153 -0.630
N -0.136 1.557 -1.796
N 2.694 0.118 2.433
N 1.460 -0.778 -1.489
N -0.088 -1.565 0.894
N 1.831 0.890 2.964
N -1.723 0.735 0.546
C 4.435 1.466 -0.100
C 1.663 -2.877 -0.228
C 2.219 0.328 -5.616
C 3.247 -6.831 -0.479
C -3.452 3.302 -1.565
C 3.826 2.544 -5.929
C 3.617 1.685 -7.007
C 2.410 1.183 -4.538
C 2.043 -1.977 -1.229
C 3.388 1.257 4.768
C 3.542 -6.048 0.629
C 4.180 -8.809 0.471
C 1.726 0.899 -3.258
C -1.944 -0.913 2.360
C 0.336 -3.634 1.768
C -2.712 -1.246 3.580
C -3.404 -2.444 3.729
C -4.569 2.690 -2.117
C -0.634 -3.072 2.528
C 3.124 -2.213 -2.158
C 0.651 1.720 -2.895
C -2.319 2.457 -1.110
C 2.095 -0.266 -2.578
C 1.458 2.726 6.118
C 0.103 2.747 -3.739
C 2.038 -4.991 -1.441
C -7.791 5.038 -3.435
C 3.157 -1.150 -2.993
C -5.621 4.815 -2.480
C 3.229 2.295 -4.710
C -4.039 -1.866 5.974
C -2.729 -0.343 4.645
C -2.539 1.700 0.045
C 1.151 2.172 4.891
C -2.341 0.228 1.646
C -1.043 3.168 -3.153
C -0.916 -1.782 1.952
C -5.184 -3.347 7.464
C 2.275 -4.217 -0.305
C 0.689 -2.671 0.759
C -3.437 4.690 -1.461
C 3.059 -4.750 0.707
C -1.191 2.407 -1.939
C 3.871 1.317 -9.342
C 2.119 1.435 4.223
C 2.807 0.571 -6.845
C 2.516 -6.279 -1.530
C -4.067 -2.754 4.909
C 2.713 2.548 6.675
C 3.677 1.813 5.998
C -5.646 3.431 -2.577
C -4.509 5.436 -1.911
C -3.717 1.820 0.867
C -3.367 -0.653 5.826
C -3.586 0.921 1.866
H 4.470 3.399 -6.073
H -4.495 6.512 -1.840
H -4.264 0.723 2.673
H -2.215 0.600 4.531
H 3.536 -8.745 1.357
H -3.345 0.026 6.662
H 5.172 -8.418 0.722
H 0.547 3.077 -4.659
H 0.713 3.315 6.632
H 4.168 0.264 -9.296
H -8.483 5.850 -3.665
H 0.773 -4.608 1.881
H 4.268 -9.857 0.181
H -8.253 4.370 -2.698
H 2.941 2.991 7.636
H 2.790 1.386 -9.513
H -2.582 5.178 -1.016
H 0.187 2.324 4.433
H 3.841 -0.959 -3.800
H -6.055 -3.541 6.826
H 2.315 -6.884 -2.402
H -3.435 -3.149 2.907
H 1.447 -4.573 -2.243
H 4.398 1.796 -10.166
H 3.296 -4.137 1.565
H 4.141 -6.435 1.440
H -4.458 -4.160 7.339
H 4.126 0.707 4.207
H -4.592 1.612 -2.204
H 1.589 -0.542 -5.494
H -4.511 2.522 0.710
H 3.397 2.965 -3.882
H 2.635 -0.120 -7.657
H -6.482 2.909 -3.021
H 3.786 -3.062 -2.136
H 4.666 1.685 6.420
H -7.587 4.475 -4.354
H -4.588 -3.699 4.980
H -5.507 -3.317 8.506
H -1.722 3.921 -3.503
H -1.126 -3.497 3.383

Output
Strongest force on any atom ... 0.0289 Eh/bohr
<S²> ... 0.759
Kohn-Sham gap (spin up / spin down) ... 5.68 / 5.35 eV
Highest occupied orbital energy (spin up / spin down) ... -2.300 / -2.310 eV
Relative energy (zero: lowest compared OMol25 entry of this formula, charge and spin) ... 45.3 kJ/mol
Total charge ... -2
Spin multiplicity ... 2
Total energy ... -7591.1293 Ha



No. 2
The following is a quantum chemistry calculation of a 2-piece molecular cluster, ClH2O2PS overall in a non-equilibrium geometry, from the OMol25 dataset.

Atoms and positions in Å:
Cl 3.037 0.362 -0.749
S -2.759 -0.448 -0.918
P -1.323 0.172 0.201
O -0.400 -0.963 0.877
O -0.865 1.504 0.565
H 1.997 -0.050 -1.376
H 0.313 -0.577 1.399

Output
Strongest force on any atom ... 0.0293 Eh/bohr
Kohn-Sham gap ... 10.09 eV
SMILES ... O=P(O)=S.Cl
Highest occupied orbital energy ... -10.421 eV
Relative energy (zero: lowest compared OMol25 entry of this formula, charge and spin) ... 108.4 kJ/mol
Total charge ... 0
Spin multiplicity ... 1
Total energy ... -1351.4711 Ha



No. 3
The following is a quantum chemistry calculation of a 6-piece molecular cluster, C21H35F2N3O4 overall in a non-equilibrium geometry, from the OMol25 dataset.

Atoms and positions in Å:
F 0.604 6.647 1.898
F 1.984 2.429 4.746
O -0.207 -1.018 -0.554
O -1.483 -4.414 0.492
O 1.408 0.892 -4.041
O -3.775 1.026 0.908
N -2.807 -0.572 -0.737
N 0.504 -3.545 -0.372
N 0.681 -1.241 -2.976
C 1.324 3.475 0.222
C -0.833 -4.324 -0.479
C -0.468 -1.170 -3.934
C 3.106 -0.171 -2.766
C 2.241 5.341 -1.132
C -0.667 0.003 3.621
C -0.569 -0.963 4.685
C 1.174 1.324 4.680
C 0.247 1.121 3.646
C -2.202 1.977 -0.562
C 1.701 -0.081 -3.346
C 1.362 -3.743 0.906
C -1.379 -4.638 -1.949
C 0.454 -0.803 5.664
C 1.821 6.273 -0.173
C 1.255 0.314 5.689
C 1.067 5.854 1.009
C -3.526 -1.692 -0.269
C -2.968 0.823 -0.046
C 2.062 3.827 -0.970
C 0.968 4.488 1.106
H 1.974 7.273 -0.332
H 0.850 -1.639 6.311
H 0.048 1.923 2.634
H 1.014 2.464 0.371
H -3.181 -1.968 0.699
H -0.460 -1.638 -4.940
H -0.184 -0.190 0.051
H -1.701 -0.536 -0.824
H 2.374 3.266 -1.835
H 1.719 -4.791 0.686
H 3.256 -1.006 -2.276
H 1.102 -3.537 -1.238
H -3.789 -2.456 -0.815
H -1.695 -3.711 -2.469
H -0.856 -0.114 -4.069
H -0.003 -2.685 -0.531
H 0.543 -3.810 1.578
H 2.106 -2.916 0.954
H 2.909 5.544 -1.936
H -2.239 2.876 0.129
H 3.766 -0.191 -3.726
H 0.448 -0.970 -2.115
H -2.584 2.286 -1.362
H -3.058 -0.454 -1.748
H -4.569 -1.469 0.075
H -0.522 -4.903 -2.593
H 3.590 0.602 -2.269
H -2.162 -5.384 -1.966
H 2.123 0.463 6.360
H -1.434 -1.533 4.983
H 1.144 -2.276 -3.018
H -1.228 1.839 -0.769
H 0.274 4.025 1.823
H -1.439 0.009 2.766
H -1.217 -1.828 -3.559

Output
Strongest force on any atom ... 0.1880 Eh/bohr
Kohn-Sham gap ... 6.14 eV
Highest occupied orbital energy ... -12.893 eV
Relative energy (zero: lowest compared OMol25 entry of this formula, charge and spin) ... 157.7 kJ/mol
Total charge ... +2
Spin multiplicity ... 1
Total energy ... -1485.2354 Ha



No. 4
The following is a quantum chemistry calculation of C13H48O13Y as an isolated structure in a non-equilibrium geometry, from the OMol25 dataset.

Atoms and positions in Å:
Y 2.882 -1.157 0.796
O -0.322 2.524 -3.334
O 1.893 -2.753 -0.689
O 1.813 0.115 -0.770
O 2.946 2.214 -2.563
O -2.006 4.650 -2.301
O 2.576 -3.224 1.978
O -4.775 -1.007 -1.911
O 0.974 -0.603 1.852
O 1.406 -0.143 -3.849
O 0.519 -0.501 4.690
O -1.514 -2.373 2.716
O 4.052 0.959 1.053
O -4.929 -0.041 0.720
C -0.772 -0.198 5.198
C 1.224 -1.521 -4.091
C 1.986 -3.234 3.326
C -3.586 -1.803 -1.929
C 3.643 1.791 2.153
C 0.246 0.382 1.125
C -4.193 1.147 0.837
C 2.287 -4.008 -1.257
C -2.752 -1.860 2.234
C -1.710 4.608 -0.908
C 4.133 2.642 -1.966
C -1.312 1.579 -3.139
C 0.509 0.489 -0.346
H -1.112 -1.032 5.814
H 0.993 -3.677 3.310
H 1.048 -1.655 -5.153
H 1.891 -2.210 3.692
H 1.535 -4.769 -1.060
H -4.794 2.030 0.578
H 2.432 -3.902 -2.332
H 4.318 1.671 3.000
H -2.107 1.611 -3.902
H -3.816 -2.804 -1.569
H -3.305 1.153 0.183
H -2.503 4.106 -0.342
H -0.772 -1.769 2.563
H -0.780 4.060 -0.797
H -1.502 -0.064 4.399
H 0.503 1.365 1.569
H -2.841 5.110 -2.423
H 2.458 1.700 -1.903
H 0.998 -2.562 -0.997
H 0.374 -1.931 -3.521
H 4.869 1.823 -1.864
H -3.533 -2.240 2.884
H 2.127 -2.100 -3.830
H 0.352 1.540 -0.625
H -2.786 -0.768 2.240
H 4.563 3.421 -2.589
H 0.535 -0.305 3.743
H -1.834 1.696 -2.168
H -4.969 -0.704 -2.801
H 3.244 -4.299 -0.825
H -0.902 0.572 -3.117
H 2.630 -3.768 4.028
H -4.952 -0.306 -0.212
H -0.688 3.389 -3.104
H 2.634 1.497 2.435
H -1.611 5.614 -0.490
H 3.635 2.832 1.837
H -0.733 0.696 5.825
H -2.823 -1.332 -1.305
H 2.842 -4.125 1.768
H -2.945 -2.170 1.202
H -3.864 1.253 1.871
H -0.239 -0.090 -0.912
H -0.833 0.311 1.315
H 3.970 3.075 -0.960
H 1.346 -0.033 -2.890
H -3.173 -1.873 -2.937
H 4.905 1.292 0.748

Output
Strongest force on any atom ... 0.0837 Eh/bohr
Kohn-Sham gap ... 7.20 eV
Highest occupied orbital energy ... -11.524 eV
Total charge ... +1
Spin multiplicity ... 1
Total energy ... -1540.2280 Ha



No. 5
The following is a quantum chemistry calculation of C27H41BIrN12P as an isolated structure in a non-equilibrium geometry, from the OMol25 dataset.

Atoms and positions in Å:
Ir 0.446 -0.144 -0.281
P 1.429 1.959 -1.025
N 0.756 0.608 1.550
N 0.096 -1.241 -1.963
N -4.098 -3.488 -0.571
N -2.594 -0.917 -0.388
N -2.865 -3.454 -0.943
N -1.817 0.201 -0.472
N -1.037 -2.005 -1.986
N 2.019 4.560 -0.239
N 0.190 -1.961 0.616
N 3.822 3.332 -1.181
N -0.947 -2.662 0.429
N 2.158 4.106 -2.555
C -2.625 1.265 -0.483
C -3.954 0.834 -0.392
C -3.890 -0.539 -0.345
C 1.185 3.456 0.131
C 0.846 0.942 4.123
C 0.167 2.297 4.438
C 1.339 2.946 -2.659
C -3.492 -5.572 -1.348
C 0.720 -1.367 -3.154
C -1.132 -2.560 -3.207
C 3.447 4.295 -0.136
C -0.040 -2.195 -3.972
C 1.723 5.100 -1.559
C 3.331 2.004 -0.982
C 0.802 0.740 2.695
C -4.558 -4.779 -0.810
C 0.998 -2.650 1.439
C -2.155 2.664 -0.658
C 2.350 -2.185 1.848
C 2.031 -0.746 -3.475
C 3.602 3.882 -2.514
C -0.868 -3.797 1.153
C -5.914 -5.167 -0.496
C 2.308 0.963 4.613
C 0.343 -3.826 1.809
C 0.057 -0.216 4.777
C -2.444 -4.728 -1.416
B -1.915 -2.255 -0.710
H 0.521 -1.184 4.589
H 3.687 3.893 0.848
H -2.283 3.244 0.258
H 2.316 -1.715 2.833
H 0.297 3.229 -2.827
H 1.677 2.307 -3.477
H 0.717 -4.606 2.451
H 0.048 -0.047 5.853
H 2.764 -1.534 -3.652
H 3.651 1.623 -0.009
H 0.183 -2.483 -4.986
H 3.720 1.347 -1.763
H 2.263 6.033 -1.711
H 4.133 4.824 -2.631
H 1.405 3.131 1.149
H -1.430 -4.898 -1.742
H 0.794 3.134 4.130
H 0.137 3.754 0.097
H -3.534 -6.610 -1.637
H -4.678 -1.264 -0.282
H 2.768 -1.473 1.135
H 3.025 -3.036 1.928
H 0.655 5.290 -1.657
H 1.967 -0.165 -4.396
H -0.813 2.386 3.969
H -6.213 -6.072 -1.021
H -4.828 1.463 -0.383
H 2.797 -0.005 4.508
H -1.663 -4.523 1.179
H -1.112 2.672 -0.970
H -2.757 3.148 -1.426
H -6.613 -4.337 -0.633
H -1.978 -3.164 -3.492
H -0.976 -0.244 4.431
H 2.296 1.222 5.671
H 2.899 1.716 4.091
H 2.384 -0.120 -2.656
H 4.005 5.220 -0.279
H 0.032 2.358 5.517
H 3.923 3.192 -3.293
H -6.006 -5.403 0.581

Output
Strongest force on any atom ... 0.0281 Eh/bohr
<S²> ... 6.024
Kohn-Sham gap (spin up / spin down) ... 8.95 / 5.30 eV
Highest occupied orbital energy (spin up / spin down) ... -19.528 / -19.426 eV
Relative energy (zero: lowest compared OMol25 entry of this formula, charge and spin) ... 19.2 kJ/mol
Total charge ... +4
Spin multiplicity ... 5
Total energy ... -2179.6362 Ha



No. 6
The following is a quantum chemistry calculation of C20H17LuN7O2S2 as an isolated structure, from the OMol25 dataset.

Atoms and positions in Å:
Lu -0.432 -0.776 1.539
S 0.322 1.804 2.555
S -1.106 -5.318 1.429
O 1.125 0.533 2.423
O 0.595 2.623 3.682
N -2.675 2.737 1.624
N -1.121 1.141 2.472
N 1.478 -1.771 0.522
N -2.566 0.445 0.941
N -0.999 -2.685 2.318
N -0.931 -1.548 -0.700
N 0.768 4.858 -2.467
C -0.044 -2.616 -1.116
C 1.756 -4.641 -1.796
C 1.208 -2.684 -0.459
C -1.051 -3.817 1.954
C -3.608 0.623 0.125
C 0.499 4.800 -0.080
C -0.374 -3.543 -2.060
C 0.421 4.081 1.093
C 2.123 -3.693 -0.812
C 2.650 -1.818 1.127
C 0.572 2.698 1.077
C 0.722 4.152 -1.303
C -2.166 1.519 1.659
C -4.224 1.855 0.023
C 3.635 -2.770 0.814
C -3.709 2.888 0.800
C 0.873 2.753 -1.309
C 0.533 -4.569 -2.397
C 3.366 -3.709 -0.140
C 0.798 2.041 -0.131
H -3.947 -0.235 -0.444
H -1.887 -1.892 -0.634
H 4.574 -2.753 1.347
H -4.136 3.883 0.739
H -5.066 2.010 -0.634
H 0.245 4.589 2.032
H -1.339 -3.500 -2.549
H 0.249 -5.301 -3.140
H 0.855 5.858 -2.431
H -0.936 -0.787 -1.377
H 1.117 4.419 -3.301
H 2.822 -1.077 1.899
H 1.082 2.243 -2.241
H 2.454 -5.425 -2.056
H 0.390 5.876 -0.056
H 4.092 -4.473 -0.389
H 0.994 0.970 -0.171

Output
Strongest force on any atom ... 0.0179 Eh/bohr
Kohn-Sham gap ... 7.84 eV
Highest occupied orbital energy ... -11.242 eV
Relative energy (zero: lowest compared OMol25 entry of this formula, charge and spin) ... 0.0 kJ/mol
Total charge ... +1
Spin multiplicity ... 1
Total energy ... -3338.0168 Ha



Q: Which value of total energy does entry 4 give?
A: -1540.2280 Ha



Q: Which of these has the highest spin multiplicity?
A: C27H41BIrN12P